Record 1
DFT (ωB97M-V with the def2-TZVPD basis set) results for a 2-piece molecular cluster, C2H7BrN2 overall.

ORCA input file:
```
! RIJCOSX wB97M-V def2-TZVPD def2/J DEFGRID3
* xyz 0 1
C 0.424 -0.864 1.471
C 0.020 0.414 0.935
N -0.372 0.168 -2.130
N 0.704 0.453 -1.466
Br -1.861 0.592 0.539
H -0.078 -1.644 0.997
H 0.304 -1.141 2.594
H 1.578 -0.972 1.170
H 0.386 1.224 1.502
H -0.733 -0.644 -1.721
H -1.179 0.887 -2.269
H 0.808 1.527 -1.622
*
```

frontier orbital gap (spin up / spin down): 8.720 / 8.162 eV
HOMO (spin up / spin down): -8.0 / -7.8 eV
LUMO level (spin up / spin down): 0.77 / 0.39 eV

---

Record 2
DFT (ωB97M-V with the def2-TZVPD basis set) results for a 2-piece molecular cluster, H3NO2S2 overall.

ORCA input file:
```
! RIJCOSX wB97M-V def2-TZVPD def2/J DEFGRID3
* xyz 0 1
N -1.526 0.047 0.100
O 0.299 -1.260 -1.061
O 0.811 -0.108 1.047
S 2.454 1.572 -0.029
S -0.090 -0.946 0.318
H -1.879 0.481 0.958
H -2.228 -0.387 -0.521
H 2.160 0.602 -0.811
*
```

frontier orbital gap (spin up / spin down): 5.130 / 5.232 eV
HOMO (spin up / spin down): -8.9 / -9.0 eV
LUMO level (spin up / spin down): -3.75 / -3.74 eV

---

Record 3
DFT (ωB97M-V with the def2-TZVPD basis set) results for a 15-piece molecular cluster, C60H120O30S15 overall.

ORCA input file:
```
! RIJCOSX wB97M-V def2-TZVPD def2/J DEFGRID3
* xyz 0 1
C -1.017 5.791 -0.069
C 0.191 6.018 0.912
C 0.285 4.763 1.802
S -1.404 4.211 2.020
O -1.818 4.639 3.370
O -1.553 2.849 1.677
C -2.138 5.263 0.765
H -0.802 5.053 -0.839
H -1.211 6.602 -0.788
H -0.112 6.836 1.609
H 1.132 6.252 0.451
H 0.543 5.000 2.860
H 0.947 3.920 1.507
H -2.578 6.097 1.325
H -2.938 4.910 0.125
C 0.719 -0.676 -4.222
C 1.402 -0.610 -5.596
C 2.890 -0.444 -5.313
S 3.184 -1.196 -3.707
O 3.434 -0.233 -2.706
O 4.091 -2.216 -3.753
C 1.500 -1.712 -3.457
H -0.338 -0.925 -4.384
H 0.727 0.305 -3.717
H 1.157 0.161 -6.259
H 1.260 -1.564 -6.106
H 3.110 0.657 -5.208
H 3.622 -0.948 -5.969
H 1.294 -1.725 -2.363
H 1.334 -2.746 -3.844
C 1.771 -4.318 5.299
C 0.334 -4.759 5.697
C 0.428 -5.845 6.863
S 2.219 -6.176 6.943
O 2.580 -7.542 6.923
O 2.659 -5.242 7.935
C 2.619 -5.535 5.364
H 2.247 -3.479 5.904
H 1.698 -3.824 4.311
H -0.158 -5.333 4.887
H -0.351 -4.014 5.926
H -0.065 -6.775 6.574
H 0.087 -5.554 7.838
H 2.203 -6.269 4.682
H 3.727 -5.432 5.208
C -4.746 1.309 2.442
C -6.069 1.953 2.822
C -6.344 3.058 1.659
S -5.622 2.462 0.160
O -4.742 3.424 -0.374
O -6.631 1.864 -0.699
C -4.719 1.022 0.954
H -4.591 0.350 2.936
H -3.880 1.977 2.651
H -6.101 2.368 3.837
H -6.908 1.212 2.816
H -5.798 3.999 1.881
H -7.409 3.285 1.489
H -3.689 1.131 0.548
H -5.280 0.160 0.625
C 0.514 1.650 5.094
C -0.956 1.149 5.339
C -1.049 -0.042 4.372
S 0.422 -0.832 4.513
O 0.803 -1.605 3.364
O 0.411 -1.572 5.753
C 1.469 0.530 4.622
H 0.930 2.205 5.951
H 0.432 2.348 4.257
H -1.660 1.896 5.033
H -1.119 0.863 6.350
H -1.186 0.265 3.329
H -1.800 -0.806 4.704
H 1.846 0.715 3.603
H 2.226 0.331 5.398
C 1.991 -3.819 1.048
C 2.036 -5.115 1.842
C 1.790 -6.269 0.871
S 2.650 -5.729 -0.669
O 1.768 -5.751 -1.844
O 3.926 -6.397 -0.765
C 2.920 -4.047 -0.121
H 2.146 -2.901 1.625
H 0.969 -3.629 0.609
H 1.177 -5.261 2.588
H 3.005 -5.114 2.378
H 0.769 -6.284 0.545
H 2.143 -7.196 1.346
H 2.637 -3.493 -0.984
H 3.945 -4.019 0.152
C 5.433 2.890 -2.805
C 6.257 3.776 -1.848
C 5.743 5.255 -1.943
S 3.954 5.023 -2.461
O 3.885 5.711 -3.742
O 3.054 5.452 -1.391
C 3.925 3.256 -2.675
H 5.505 1.880 -2.512
H 5.806 2.998 -3.812
H 7.340 3.750 -2.081
H 6.127 3.335 -0.848
H 6.243 5.836 -2.724
H 5.768 5.782 -0.972
H 3.257 3.135 -3.551
H 3.538 2.821 -1.732
C 0.345 1.988 -1.184
C 1.418 1.188 -0.342
C 0.669 0.445 0.817
S -0.767 -0.162 -0.116
O -1.898 -0.398 0.766
O -0.294 -1.104 -1.131
C -1.002 1.280 -1.096
H 0.741 2.280 -2.137
H 0.208 2.986 -0.735
H 2.228 1.820 -0.019
H 1.860 0.384 -1.027
H 0.365 1.113 1.594
H 1.235 -0.347 1.304
H -1.702 1.943 -0.593
H -1.238 0.828 -2.057
C -0.470 5.489 -6.085
C 0.734 5.799 -5.179
C 0.573 4.745 -4.039
S 0.292 3.225 -5.037
O -0.726 2.453 -4.389
O 1.591 2.633 -5.332
C -0.356 3.993 -6.489
H -0.500 6.103 -7.012
H -1.373 5.446 -5.533
H 0.807 6.766 -4.761
H 1.709 5.558 -5.707
H -0.311 4.878 -3.450
H 1.465 4.494 -3.481
H -1.252 3.447 -6.733
H 0.360 3.922 -7.275
C -2.932 -5.645 2.955
C -1.770 -4.878 2.215
C -1.800 -3.375 2.574
S -3.396 -3.080 3.386
O -4.071 -1.967 2.839
O -3.124 -3.074 4.806
C -4.061 -4.607 2.887
H -2.555 -5.898 3.962
H -3.250 -6.459 2.332
H -1.792 -5.070 1.159
H -0.826 -5.231 2.575
H -1.796 -2.686 1.756
H -1.068 -3.072 3.335
H -4.353 -4.669 1.802
H -4.859 -4.817 3.564
C -6.050 3.370 -3.631
C -5.177 2.065 -3.726
C -3.747 2.402 -3.459
S -3.553 4.062 -4.000
O -3.332 4.071 -5.385
O -2.636 4.766 -3.191
C -5.232 4.593 -3.667
H -6.651 3.368 -2.728
H -6.857 3.405 -4.345
H -5.204 1.613 -4.735
H -5.579 1.425 -2.945
H -3.038 1.758 -3.976
H -3.485 2.461 -2.464
H -5.410 5.253 -4.497
H -5.242 5.081 -2.671
C -2.334 -6.594 -4.033
C -1.087 -5.778 -3.771
C -1.234 -5.123 -2.483
S -1.896 -6.477 -1.465
O -3.071 -6.018 -0.795
O -0.873 -7.102 -0.607
C -2.426 -7.538 -2.829
H -2.189 -7.006 -5.054
H -3.223 -5.956 -3.981
H -0.899 -5.170 -4.684
H -0.275 -6.458 -3.702
H -1.894 -4.274 -2.373
H -0.268 -4.829 -1.960
H -3.454 -7.751 -2.540
H -1.748 -8.423 -2.908
C -5.900 -2.836 -0.347
C -6.619 -2.140 -1.502
C -5.882 -2.475 -2.782
S -4.227 -2.143 -2.327
O -4.144 -0.758 -2.007
O -3.363 -2.845 -3.223
C -4.369 -2.996 -0.741
H -6.291 -3.842 -0.273
H -6.028 -2.389 0.631
H -6.608 -1.065 -1.395
H -7.645 -2.501 -1.626
H -6.117 -2.032 -3.727
H -5.907 -3.587 -2.898
H -3.688 -2.515 0.002
H -4.213 -4.051 -0.970
C 4.582 5.789 1.634
C 3.573 6.095 2.790
C 3.649 4.932 3.825
S 3.975 3.442 2.802
O 2.697 2.862 2.555
O 5.031 2.625 3.428
C 4.639 4.288 1.404
H 5.573 6.075 1.877
H 4.258 6.357 0.788
H 2.624 6.286 2.406
H 3.861 7.031 3.309
H 2.765 4.761 4.441
H 4.553 4.979 4.474
H 4.123 3.829 0.500
H 5.674 3.977 1.483
C 7.018 -1.388 1.615
C 5.964 -2.299 0.953
C 5.098 -1.348 0.125
S 4.789 -0.080 1.287
O 3.722 -0.561 2.121
O 4.610 1.271 0.706
C 6.318 -0.245 2.251
H 7.679 -1.016 0.855
H 7.633 -1.930 2.328
H 5.229 -2.648 1.702
H 6.406 -3.096 0.366
H 4.148 -1.812 -0.158
H 5.654 -0.907 -0.706
H 6.047 -0.482 3.253
H 6.744 0.752 2.261
*
```

frontier orbital gap: 9.825 eV
HOMO: -9.7 eV
LUMO level: 0.14 eV

---

Record 4
DFT (ωB97M-V with the def2-TZVPD basis set) results for C43H28Cl5GeInN2S2 as an isolated structure.

ORCA input file:
```
! RIJCOSX wB97M-V def2-TZVPD def2/J DEFGRID3
* xyz -2 1
In 1.292 -0.693 -0.692
S 1.006 -2.658 3.903
C 1.525 -1.048 4.283
C 1.875 -0.491 5.508
C 2.252 0.840 5.536
C 2.277 1.606 4.364
C 1.925 1.057 3.148
C 1.546 -0.284 3.109
N 1.152 -0.957 1.973
C 0.834 -2.181 2.216
C 0.371 -3.104 1.172
C -0.189 -4.335 1.516
C -0.659 -5.177 0.524
C -0.563 -4.780 -0.807
C 0.004 -3.556 -1.133
C 0.492 -2.683 -0.159
H 1.855 -1.082 6.416
H 2.532 1.295 6.479
H 2.576 2.645 4.413
H 1.923 1.631 2.229
H -0.280 -4.626 2.558
H -1.105 -6.130 0.784
H -0.940 -5.428 -1.591
H 0.070 -3.265 -2.177
S 1.974 -0.977 -3.280
C 1.831 0.772 -3.198
N 2.888 1.472 -3.548
C 3.023 2.842 -3.628
C 1.892 3.564 -3.191
C 0.748 2.957 -2.793
C 0.558 1.451 -2.700
H 3.684 0.903 -3.802
H 4.018 3.226 -3.774
H 1.952 4.649 -3.182
H -0.100 3.559 -2.490
H -0.230 1.147 -3.417
Cl 3.206 2.167 -0.170
C 4.131 0.724 0.090
C 3.519 -0.517 -0.084
C 4.346 -1.617 0.107
Cl 3.694 -3.222 -0.100
C 5.692 -1.520 0.461
Cl 6.672 -2.932 0.690
C 6.257 -0.263 0.637
Cl 7.923 -0.109 1.084
C 5.473 0.869 0.448
Cl 6.178 2.436 0.666
C 0.160 0.989 -1.270
Ge -1.661 0.740 -0.936
C -2.703 2.446 -1.087
C -3.977 2.568 -1.640
C -4.634 3.793 -1.691
C -4.025 4.932 -1.183
C -2.750 4.836 -0.638
C -2.101 3.609 -0.599
C -1.932 0.154 0.940
C -1.571 1.004 1.988
C -1.646 0.596 3.313
C -2.089 -0.684 3.621
C -2.457 -1.544 2.595
C -2.378 -1.125 1.271
C -2.769 -0.577 -1.974
C -2.142 -1.289 -2.998
C -2.822 -2.260 -3.725
C -4.149 -2.547 -3.434
C -4.790 -1.857 -2.413
C -4.103 -0.883 -1.698
H -4.468 1.693 -2.053
H -5.623 3.859 -2.134
H -4.533 5.889 -1.222
H -2.255 5.722 -0.257
H -1.085 3.541 -0.219
H -1.195 1.995 1.760
H -1.333 1.267 4.106
H -2.129 -1.015 4.653
H -2.781 -2.554 2.822
H -2.642 -1.822 0.483
H -1.094 -1.092 -3.212
H -2.307 -2.800 -4.512
H -4.679 -3.310 -3.994
H -5.823 -2.083 -2.170
H -4.616 -0.365 -0.892
*
```

frontier orbital gap: 3.794 eV
HOMO: 0.0 eV
LUMO level: 3.83 eV

---

Record 5
DFT (ωB97M-V with the def2-TZVPD basis set) results for C3H15NO3S as an isolated structure.

ORCA input file:
```
! RIJCOSX wB97M-V def2-TZVPD def2/J DEFGRID3
* xyz 0 1
C 0.366 1.491 -0.586
C -0.876 1.221 0.259
C -0.298 1.035 1.683
S 1.450 0.920 1.605
N 0.213 1.446 -1.973
H 0.768 2.444 -0.221
H 1.064 0.620 -0.470
H -1.366 0.285 -0.009
H -1.608 2.023 0.185
H -0.535 1.874 2.343
H -0.662 0.130 2.162
H 2.076 -1.514 -0.475
H -0.238 2.252 -2.408
H -0.251 0.540 -2.175
H 2.559 -1.024 -0.785
H 0.940 -1.288 1.763
O 0.612 -2.004 2.320
H -0.793 -1.349 -0.830
H -1.606 -2.435 0.127
O -1.147 -1.615 0.229
H -0.291 -1.728 -2.528
H -0.062 -2.318 1.686
O -0.313 -1.005 -1.902
*
```

frontier orbital gap: 4.785 eV
HOMO: -8.9 eV
LUMO level: -4.16 eV

---

Record 6
DFT (ωB97M-V with the def2-TZVPD basis set) results for one molecule with the formula CH3NO2S.

ORCA input file:
```
! RIJCOSX wB97M-V def2-TZVPD def2/J DEFGRID3
* xyz 0 1
C 0.536 -0.019 0.666
N 1.665 -0.401 -0.036
O 2.557 -0.991 0.525
O 1.827 -0.045 -1.181
S -1.075 -1.351 -0.090
H 0.520 -0.303 1.798
H 0.135 1.000 0.213
H -2.004 -0.575 0.416
*
```

frontier orbital gap: 8.773 eV
HOMO: -10.1 eV
SMILES: O=[N+]([O-])CS
LUMO level: -1.37 eV